[1]
ORCA calculation (ωB97M-V/def2-TZVPD) on a gas-phase ion, C2H8N4O (charge +2).

Computed properties:
Gap between HOMO and LUMO: 12.0 eV
Relative energy (zero: lowest compared OMol25 entry of this formula, charge and spin): 1.944 eV
Molecular weight: 104.113 g mol⁻¹
LUMO level: -7.80 eV

```
! RIJCOSX wB97M-V def2-TZVPD def2/J DEFGRID3
* xyz 2 1
N -2.08777 0.76482 0.18505
N -1.09815 0.20730 -0.69516
N -0.77320 -1.10917 -0.39984
C 0.43076 -1.31946 0.11196
N 1.13435 -0.34614 0.33375
C 2.19615 0.36482 0.44536
O 3.01644 0.50662 -0.53409
H -3.04270 0.46812 0.05602
H -2.14331 1.79784 0.30796
H -1.76540 0.21410 1.18391
H -1.08890 0.54976 -1.63869
H -1.39536 -1.81180 -0.79591
H 0.58910 -2.33595 0.36249
H 2.32104 0.87960 1.43017
H 3.70696 1.16953 -0.35297
*
```

***

[2]
ORCA calculation (ωB97M-V/def2-TZVPD) on a gas-phase ion, C2H8N4O (charge +2).

Computed properties:
Gap between HOMO and LUMO: 10.1 eV
Relative energy (zero: lowest compared OMol25 entry of this formula, charge and spin): 5.178 eV
Molecular weight: 104.113 g mol⁻¹
LUMO level: -9.09 eV

```
! RIJCOSX wB97M-V def2-TZVPD def2/J DEFGRID3
* xyz 2 1
C 2.79179 -0.63412 0.32622
N 1.93942 0.18325 0.04743
C 1.09896 0.87565 -0.60523
N -0.20325 0.75211 -0.30150
O -1.18515 1.35821 -1.09411
N -0.78048 -0.69428 0.43572
N -2.13321 -0.48639 0.45932
H 3.09591 -1.43009 -0.41583
H 3.16508 -0.56525 1.34507
H 1.56020 1.74385 -1.02882
H -1.36847 0.82635 -1.86606
H -0.34917 -0.59619 1.38459
H -2.63704 -1.18170 1.04131
H -2.48169 -0.59692 -0.49453
H -2.51290 0.44551 0.76641
*
```

***

[3]
ORCA calculation (ωB97M-V/def2-TZVPD) on 2 unconnected molecules or ions with the total composition C2H8N5.

Computed properties:
Gap between HOMO and LUMO (alpha / beta): 8.3 / 8.3 eV
Relative energy (zero: lowest compared OMol25 entry of this formula, charge and spin): 4.554 eV
Molecular weight: 102.121 g mol⁻¹
LUMO level (alpha / beta): -5.41 / -5.41 eV

```
! RIJCOSX wB97M-V def2-TZVPD def2/J DEFGRID3
* xyz 1 1
C 0.45552 -0.71797 -0.88713
C -1.49850 -0.63719 2.15825
N -0.24171 -1.22941 -1.86481
N -1.20618 -1.48329 -2.39328
N -0.03056 -0.58425 0.46500
N -1.15127 -0.89141 0.82833
N 1.43335 1.83285 -0.96989
H 1.51915 -1.13504 -0.65968
H 0.78713 0.46867 -1.09914
H -2.57442 -0.42354 2.27850
H -1.36064 -1.62247 2.55878
H -0.77699 -0.00985 2.60860
H 0.98683 2.37850 -0.26898
H 1.21631 2.21043 -1.90405
H 2.44197 1.84395 -0.85051
*
```

***

[4]
ORCA calculation (ωB97M-V/def2-TZVPD) on 2 unconnected molecules or ions with the total composition C2H8N5O3P.

Computed properties:
Gap between HOMO and LUMO: 10.0 eV
Molecular weight: 181.092 g mol⁻¹
LUMO level: 0.47 eV

```
! RIJCOSX wB97M-V def2-TZVPD def2/J DEFGRID3
* xyz 0 1
N 0.18328 0.28910 1.93594
C -0.51471 0.07529 0.82565
N -1.83568 -0.07098 0.95993
N 0.06257 0.05489 -0.31825
P -0.78894 -0.06609 -1.74734
O -2.30398 -0.01423 -1.73842
O -0.28171 1.02536 -2.71234
O -0.34593 -1.43251 -2.48472
H 1.13383 0.53474 1.80194
H -0.09810 0.87361 2.77390
H -2.33369 -0.44780 1.70846
H -2.34526 -0.07631 0.05184
H -0.42695 1.85493 -2.24947
H 0.52663 -1.53707 -2.98661
N 2.19058 -1.68775 -0.83370
C 2.28853 -0.53255 -0.50195
N 2.76999 0.44842 0.05467
H 1.29686 -2.13168 -0.69358
H 3.14055 1.22432 -0.34977
*
```

***

[5]
ORCA calculation (ωB97M-V/def2-TZVPD) on 2 unconnected molecules or ions with the total composition C2H8N6.

Computed properties:
Gap between HOMO and LUMO: 9.7 eV
Relative energy (zero: lowest compared OMol25 entry of this formula, charge and spin): 1.139 eV
Molecular weight: 116.128 g mol⁻¹
LUMO level: -6.73 eV

```
! RIJCOSX wB97M-V def2-TZVPD def2/J DEFGRID3
* xyz 2 1
C -0.87358 -5.48890 -5.73391
C 1.89819 5.50736 6.06698
N -0.32005 -4.67274 -6.38176
N 2.32505 6.12773 5.17361
N 1.14841 4.64838 6.67988
N -1.28967 -6.20887 -4.76598
N 0.03893 -3.82584 -7.26475
N -0.31741 4.59586 6.44544
H 3.04085 6.71453 4.82942
H 1.63372 4.28476 7.53933
H -1.10202 -5.85728 -3.84695
H -1.91128 -6.96776 -4.99212
H 0.91576 -4.17200 -7.78517
H -0.64245 -3.23006 -7.76875
H -0.94691 4.81397 7.18049
H -0.68637 3.85072 5.90718
*
```

***

[6]
ORCA calculation (ωB97M-V/def2-TZVPD) on 2 unconnected molecules or ions with the total composition C2H8NO.

Computed properties:
Gap between HOMO and LUMO: 6.5 eV
Relative energy (zero: lowest compared OMol25 entry of this formula, charge and spin): 0.449 eV
Molecular weight: 62.092 g mol⁻¹
LUMO level: 4.01 eV

```
! RIJCOSX wB97M-V def2-TZVPD def2/J DEFGRID3
* xyz -1 1
O -1.17609 1.53201 2.79046
H -0.58272 2.19145 3.16199
C 0.73576 -0.89862 -1.43549
C -0.05044 -0.61686 -0.19499
N -0.18226 0.82054 0.02174
H 0.70650 -1.98448 -1.67643
H 0.46112 -0.35791 -2.33392
H 1.81498 -0.74707 -1.37024
H -0.99253 -1.16434 -0.07620
H 0.49114 -1.02612 0.67131
H -0.90930 1.19558 -0.56889
H -0.31615 1.05582 1.01066
*
```

***

[7]
ORCA calculation (ωB97M-V/def2-TZVPD) on 2 unconnected molecules or ions with the total composition C2H8NO.

Computed properties:
Gap between HOMO and LUMO: 6.9 eV
Relative energy (zero: lowest compared OMol25 entry of this formula, charge and spin): 0.874 eV
Molecular weight: 62.092 g mol⁻¹
LUMO level: 4.41 eV

```
! RIJCOSX wB97M-V def2-TZVPD def2/J DEFGRID3
* xyz -1 1
O 2.51748 -0.16236 -0.69321
H 3.10791 -0.15578 -0.00041
C -0.08346 -0.24820 1.11475
N -0.37474 0.76850 0.10020
C -1.24824 0.20393 -0.90456
H 0.38671 0.21835 2.01276
H -0.98751 -0.77251 1.43404
H 0.62396 -0.97733 0.78873
H 0.55726 0.95066 -0.25038
H -0.99274 -0.88387 -1.23934
H -1.18868 0.82807 -1.82424
H -2.31795 0.23055 -0.53834
*
```

***

[8]
ORCA calculation (ωB97M-V/def2-TZVPD) on 2 unconnected molecules or ions with the total composition C2H8NO.

Computed properties:
Gap between HOMO and LUMO: 6.2 eV
Relative energy (zero: lowest compared OMol25 entry of this formula, charge and spin): 2.077 eV
Molecular weight: 62.092 g mol⁻¹
LUMO level: 4.03 eV

```
! RIJCOSX wB97M-V def2-TZVPD def2/J DEFGRID3
* xyz -1 1
O -2.86526 0.15890 -1.52114
H -2.03538 -0.35955 -1.67197
C 1.01773 0.99097 0.84516
N 1.11823 -0.23841 0.06045
C -0.15920 -1.02482 0.09306
H 0.78808 0.60791 1.83109
H 0.23924 1.73092 0.48708
H 1.81290 1.75789 0.69479
H 1.51891 -0.12500 -0.92570
H -0.95732 -0.38954 -0.42420
H -0.27393 -1.79908 -0.59257
H -0.20401 -1.31019 1.12396
*
```

***

[9]
ORCA calculation (ωB97M-V/def2-TZVPD) on 2 unconnected molecules or ions with the total composition C2H8NO.

Computed properties:
Gap between HOMO and LUMO (alpha / beta): 3.0 / 7.1 eV
Relative energy (zero: lowest compared OMol25 entry of this formula, charge and spin): 0.249 eV
Molecular weight: 62.092 g mol⁻¹
LUMO level (alpha / beta): 7.68 / 7.50 eV

```
! RIJCOSX wB97M-V def2-TZVPD def2/J DEFGRID3
* xyz -2 2
C 1.49731 0.73880 2.23712
H 0.74915 1.53056 2.16283
H 1.04846 -0.11149 2.76519
H 2.37206 1.05469 2.82022
H 1.75915 0.42932 1.22371
N -1.34270 -0.30965 -2.49206
C -1.05538 -0.81753 -1.08757
O -0.18278 -0.11167 -0.39488
H -1.55466 0.67700 -2.37556
H -0.45346 -0.34887 -2.98238
H -2.07980 -0.84210 -0.62267
H -0.75736 -1.88906 -1.25395
*
```

***

| no. | largest force on an atom (eV/A) | E (Eh) |
| --- | --- | --- |
| 1 | 4.77 | -374.5068 |
| 2 | 4.81 | -374.3879 |
| 3 | 6.75 | -354.3893 |
| 4 | 3.85 | -921.9568 |
| 5 | 3.42 | -408.8070 |
| 6 | 2.23 | -210.9678 |
| 7 | 3.39 | -210.9521 |
| 8 | 3.92 | -210.9079 |
| 9 | 0.72 | -210.8052 |